Here is a 14-piece molecular cluster, C5H34O16 overall at a distorted geometry from the OMol25 dataset. Energies are from wB97M-V/def2-TZVPD.

## Properties
DFT total energy (eV): -38486.23313
LUMO (spin up / spin down) (eV): -5.4 / -9.2
Spin multiplicity: 2
Net charge: +1
HOMO level (spin up / spin down) (eV): -13.15 / -13.15
HOMO-LUMO gap (spin up / spin down) (eV): 7.79 / 3.93
⟨S²⟩: 0.757

CARTESIAN COORDINATES (ANGSTROEM)
O (-1.855, 0.880, 1.555)
C (-0.639, 0.452, 1.309)
O (0.368, 1.102, 1.483)
C (-0.633, -1.034, 0.948)
C (0.169, -1.452, -0.257)
C (-0.400, -0.717, -1.537)
C (-0.421, -1.517, -2.788)
O (-1.002, -2.585, -2.715)
H (0.309, 2.838, 1.376)
H (-0.184, -1.505, 1.874)
H (-1.606, -1.466, 0.989)
H (1.280, -1.240, 0.040)
H (0.123, -2.561, -0.556)
H (-1.459, -0.406, -1.322)
H (0.283, 0.200, -1.877)
H (0.066, -1.219, -3.688)
H (-2.819, 3.755, 1.834)
H (-2.017, 1.869, 1.828)
O (-2.232, 3.294, 2.442)
H (-1.771, -3.809, -1.187)
H (-3.026, -3.271, -0.395)
O (-2.184, -3.628, -0.258)
H (0.200, 3.459, -0.672)
H (0.532, 2.771, -2.026)
O (-0.081, 2.798, -1.329)
H (-1.931, 2.570, -0.594)
H (-3.109, 1.936, 0.164)
O (-2.825, 2.727, -0.209)
H (3.232, -2.480, 3.022)
H (2.107, -2.520, 1.987)
O (2.894, -1.940, 2.320)
H (2.565, 2.614, 0.139)
H (1.345, 1.817, 0.102)
O (1.977, 2.205, -0.491)
H (2.535, -0.490, -2.454)
H (3.513, -1.539, -2.189)
O (2.718, -1.451, -2.706)
H (-0.157, -3.748, 2.280)
H (0.679, -3.834, 3.507)
O (0.639, -3.377, 2.732)
H (-2.471, 0.002, -4.089)
H (-1.889, 1.413, -3.826)
O (-1.769, 0.498, -3.714)
H (3.810, 0.460, 0.089)
H (3.752, -1.026, 0.264)
O (4.146, -0.398, -0.340)
H (2.041, 0.983, 1.655)
H (2.786, -0.275, 2.274)
O (2.822, 0.669, 2.011)
H (-3.048, -0.884, 0.055)
H (-3.254, -1.294, -1.306)
O (-3.693, -1.444, -0.447)
H (0.829, 4.250, 1.494)
H (-1.356, 3.764, 1.997)
O (0.111, 3.788, 1.202)

Here is one molecule with the formula C16H25NO2 from the OMol25 dataset. Energies are from wB97M-V/def2-TZVPD.

## Properties
SMILES: Cc1cccc(OCCCCCN2CCOCC2)c1
DFT total energy (eV): -22582.20197
LUMO (eV): 0.9
Spin multiplicity: 1
HOMO level (eV): -8.30
HOMO-LUMO gap (eV): 9.16
Energy above the lowest of the compared OMol25 structures with the same formula, charge and spin (kcal/mol): 29.9

CARTESIAN COORDINATES (ANGSTROEM)
C (4.654, -2.441, 0.994)
C (3.737, -2.654, -0.174)
C (2.441, -2.151, -0.123)
C (1.565, -2.336, -1.184)
C (2.001, -3.038, -2.310)
C (3.285, -3.536, -2.361)
C (4.156, -3.345, -1.299)
H (5.161, -3.736, -1.348)
H (3.614, -4.078, -3.236)
H (1.311, -3.179, -3.126)
O (0.273, -1.907, -1.233)
C (-0.234, -1.071, -0.213)
C (0.269, 0.371, -0.310)
C (-0.079, 1.022, -1.649)
C (-1.554, 1.394, -1.808)
C (-2.011, 2.509, -0.864)
N (-2.140, 2.067, 0.516)
C (-3.374, 1.341, 0.763)
C (-3.352, 0.793, 2.189)
O (-3.214, 1.828, 3.135)
C (-2.043, 2.568, 2.887)
C (-2.037, 3.154, 1.474)
H (-1.098, 3.688, 1.309)
H (-2.874, 3.867, 1.375)
H (-2.018, 3.362, 3.635)
H (-1.161, 1.920, 3.010)
H (-4.289, 0.286, 2.424)
H (-2.516, 0.084, 2.287)
H (-3.456, 0.511, 0.060)
H (-4.255, 1.997, 0.639)
H (-2.963, 2.929, -1.232)
H (-1.266, 3.309, -0.889)
H (-1.709, 1.744, -2.831)
H (-2.175, 0.510, -1.671)
H (0.197, 0.333, -2.451)
H (0.523, 1.926, -1.767)
H (-0.178, 0.945, 0.501)
H (1.355, 0.376, -0.195)
H (-0.012, -1.488, 0.778)
H (-1.317, -1.099, -0.354)
H (2.135, -1.620, 0.766)
H (4.719, -1.382, 1.241)
H (5.653, -2.810, 0.775)
H (4.276, -2.965, 1.871)

Here is a 7-piece molecular cluster, C50H123N6O8 overall at a distorted geometry from the OMol25 dataset. Energies are from wB97M-V/def2-TZVPD.

## Properties
DFT total energy (eV): -79094.46540
LUMO (spin up / spin down) (eV): -11.5 / -16.5
Spin multiplicity: 2
Net charge: +6
HOMO level (spin up / spin down) (eV): -20.39 / -20.39
HOMO-LUMO gap (spin up / spin down) (eV): 8.91 / 3.87
⟨S²⟩: 0.754

CARTESIAN COORDINATES (ANGSTROEM)
C (-6.726, 8.417, 7.864)
C (-7.755, 9.338, 7.070)
N (-7.910, 10.826, 7.533)
C (-8.094, 10.894, 9.030)
C (-6.580, 11.587, 7.042)
C (-6.779, 13.042, 7.313)
C (-9.191, 11.369, 6.771)
C (-9.279, 11.341, 5.202)
O (-9.767, 10.013, 4.787)
C (-9.984, 10.037, 3.362)
H (-6.574, 7.455, 7.375)
H (-7.093, 8.143, 8.853)
H (-5.729, 8.855, 7.910)
H (-8.780, 9.040, 7.291)
H (-7.576, 9.302, 5.995)
H (-8.095, 11.891, 9.472)
H (-7.293, 10.284, 9.449)
H (-8.984, 10.404, 9.423)
H (-6.323, 11.371, 6.005)
H (-5.726, 11.290, 7.651)
H (-7.141, 13.328, 8.301)
H (-7.483, 13.436, 6.581)
H (-5.828, 13.549, 7.150)
H (-9.425, 12.369, 7.135)
H (-9.959, 10.713, 7.182)
H (-8.365, 11.653, 4.697)
H (-10.118, 11.957, 4.879)
H (-10.549, 9.170, 3.019)
H (-8.986, 10.012, 2.924)
H (-10.379, 10.978, 2.979)
C (-10.491, 23.716, 7.509)
C (-9.063, 23.085, 7.299)
N (-8.840, 21.628, 7.794)
C (-9.030, 21.567, 9.329)
C (-9.869, 20.582, 7.225)
C (-9.815, 20.475, 5.674)
C (-7.370, 21.255, 7.440)
C (-6.967, 19.784, 7.638)
O (-7.336, 18.975, 6.511)
C (-6.604, 17.747, 6.408)
H (-10.609, 24.756, 7.202)
H (-10.790, 23.759, 8.556)
H (-11.327, 23.225, 7.011)
H (-8.368, 23.736, 7.829)
H (-8.749, 23.016, 6.257)
H (-8.620, 20.646, 9.746)
H (-10.112, 21.627, 9.445)
H (-8.545, 22.447, 9.752)
H (-10.864, 20.841, 7.587)
H (-9.588, 19.654, 7.723)
H (-10.380, 19.590, 5.382)
H (-8.802, 20.371, 5.283)
H (-10.154, 21.316, 5.068)
H (-6.760, 21.842, 8.126)
H (-7.036, 21.679, 6.493)
H (-7.454, 19.500, 8.570)
H (-5.893, 19.780, 7.821)
H (-5.643, 17.595, 6.900)
H (-6.421, 17.667, 5.337)
H (-7.280, 16.924, 6.641)
C (-12.407, 16.199, 0.168)
C (-13.332, 16.352, 1.419)
N (-12.721, 15.821, 2.809)
C (-13.764, 15.953, 3.930)
C (-12.424, 14.292, 2.804)
C (-13.546, 13.404, 2.305)
C (-11.389, 16.502, 3.183)
C (-11.335, 18.066, 3.169)
O (-11.461, 18.615, 1.884)
C (-11.364, 20.043, 1.739)
H (-12.760, 16.678, -0.745)
H (-12.213, 15.161, -0.102)
H (-11.467, 16.712, 0.369)
H (-14.289, 15.890, 1.177)
H (-13.530, 17.389, 1.690)
H (-13.292, 15.464, 4.781)
H (-14.698, 15.511, 3.583)
H (-13.926, 16.990, 4.226)
H (-11.974, 13.935, 3.730)
H (-11.793, 14.296, 1.915)
H (-14.326, 13.286, 3.058)
H (-13.089, 12.478, 1.959)
H (-13.973, 13.596, 1.320)
H (-10.669, 16.188, 2.428)
H (-11.166, 16.122, 4.180)
H (-10.340, 18.271, 3.566)
H (-11.988, 18.446, 3.954)
H (-12.196, 20.570, 2.204)
H (-11.326, 20.302, 0.681)
H (-10.420, 20.422, 2.130)
C (-4.365, 11.946, -0.170)
C (-4.648, 13.159, 0.841)
N (-4.516, 12.820, 2.359)
C (-5.654, 11.873, 2.830)
C (-3.202, 12.084, 2.709)
C (-1.937, 12.910, 2.207)
C (-4.690, 14.223, 3.109)
C (-6.112, 14.935, 3.072)
O (-6.894, 14.276, 4.081)
C (-8.234, 14.824, 4.186)
H (-3.329, 11.968, -0.506)
H (-4.915, 12.138, -1.092)
H (-4.619, 10.926, 0.119)
H (-5.661, 13.530, 0.686)
H (-3.930, 13.927, 0.553)
H (-5.675, 10.914, 2.312)
H (-6.564, 12.375, 2.502)
H (-5.699, 11.807, 3.917)
H (-3.320, 11.118, 2.217)
H (-3.129, 11.879, 3.777)
H (-0.954, 12.506, 2.449)
H (-1.954, 13.890, 2.683)
H (-1.897, 12.971, 1.120)
H (-3.943, 14.898, 2.689)
H (-4.302, 13.998, 4.102)
H (-6.622, 14.787, 2.120)
H (-6.039, 16.022, 3.113)
H (-8.619, 15.390, 3.337)
H (-8.429, 15.225, 5.180)
H (-8.983, 14.034, 4.229)
C (-13.786, 16.855, 7.686)
C (-14.281, 18.160, 8.171)
N (-15.858, 18.420, 7.894)
C (-16.604, 17.350, 8.701)
C (-16.126, 19.903, 8.242)
C (-16.454, 20.090, 9.715)
C (-16.297, 18.275, 6.435)
C (-17.841, 18.327, 6.144)
O (-18.384, 17.062, 6.337)
C (-19.738, 16.952, 5.968)
H (-14.322, 15.939, 7.935)
H (-12.858, 16.642, 8.216)
H (-13.602, 16.873, 6.611)
H (-13.799, 19.037, 7.740)
H (-14.171, 18.265, 9.250)
H (-17.621, 17.688, 8.502)
H (-16.413, 17.280, 9.772)
H (-16.547, 16.387, 8.192)
H (-16.933, 20.331, 7.648)
H (-15.265, 20.449, 7.854)
H (-17.330, 19.476, 9.923)
H (-16.779, 21.116, 9.886)
H (-15.632, 19.907, 10.408)
H (-15.925, 17.357, 5.981)
H (-15.711, 19.101, 6.033)
H (-17.969, 18.613, 5.099)
H (-18.324, 19.124, 6.710)
H (-20.001, 15.895, 5.951)
H (-19.820, 17.406, 4.980)
H (-20.421, 17.422, 6.675)
C (-15.068, 12.627, 9.470)
C (-13.607, 12.141, 9.515)
N (-12.646, 12.882, 10.510)
C (-11.176, 12.363, 10.298)
C (-12.732, 14.414, 10.167)
C (-11.702, 15.338, 10.902)
C (-13.041, 12.656, 12.014)
C (-13.175, 11.225, 12.453)
O (-14.322, 10.667, 11.846)
C (-14.293, 9.194, 11.859)
H (-15.272, 13.649, 9.150)
H (-15.478, 12.547, 10.476)
H (-15.602, 12.053, 8.713)
H (-13.215, 12.349, 8.520)
H (-13.422, 11.079, 9.677)
H (-10.415, 12.869, 10.893)
H (-10.964, 12.563, 9.248)
H (-11.221, 11.296, 10.518)
H (-13.745, 14.809, 10.243)
H (-12.428, 14.453, 9.121)
H (-10.666, 15.025, 10.771)
H (-11.960, 15.455, 11.955)
H (-11.718, 16.335, 10.463)
H (-14.040, 13.049, 12.200)
H (-12.291, 13.024, 12.714)
H (-13.374, 11.197, 13.524)
H (-12.292, 10.601, 12.316)
H (-13.535, 8.913, 11.128)
H (-15.270, 8.796, 11.583)
H (-14.137, 8.645, 12.788)
C (-10.264, 16.974, 6.836)
C (-10.553, 15.505, 7.064)
O (-11.390, 14.921, 6.381)
O (-9.955, 14.971, 8.029)
H (-9.799, 17.004, 5.851)
H (-9.538, 17.463, 7.485)
H (-11.185, 17.551, 6.753)

Here is C46H66N3RbSb2SeSi3 as an isolated structure from the OMol25 dataset. Energies are from wB97M-V/def2-TZVPD.

## Properties
DFT total energy (eV): -155953.35068
LUMO (eV): 3.3
Spin multiplicity: 1
Net charge: -2
HOMO level (eV): -0.31
HOMO-LUMO gap (eV): 3.66
Energy above the lowest of the compared OMol25 structures with the same formula, charge and spin (kcal/mol): 5.0

CARTESIAN COORDINATES (ANGSTROEM)
Rb (0.873, 1.228, -0.089)
C (0.597, 2.703, -3.840)
C (2.084, 2.943, -3.553)
N (2.512, 2.420, -2.272)
C (3.223, 3.333, -1.389)
C (2.390, 4.534, -0.917)
N (1.084, 4.189, -0.382)
C (-0.064, 4.857, -0.967)
C (-0.275, 4.534, -2.445)
N (-0.272, 3.109, -2.750)
H (0.361, 3.211, -4.794)
H (0.439, 1.635, -4.006)
H (2.649, 2.502, -4.385)
H (2.295, 4.016, -3.592)
H (3.015, 1.545, -2.348)
H (3.549, 2.749, -0.525)
H (4.134, 3.743, -1.863)
H (3.000, 5.067, -0.179)
H (2.261, 5.233, -1.751)
H (1.047, 4.251, 0.629)
H (-0.942, 4.543, -0.403)
H (-0.009, 5.957, -0.883)
H (-1.220, 5.006, -2.743)
H (0.498, 5.023, -3.046)
H (-1.206, 2.755, -2.896)
C (-0.737, -3.578, 0.054)
C (-0.697, -3.154, -1.418)
C (0.538, -2.320, -1.721)
Sb (0.959, -1.773, -3.751)
C (-0.864, -0.688, -4.106)
C (-1.642, -0.162, -3.079)
C (-2.750, 0.633, -3.357)
C (-3.092, 0.914, -4.672)
C (-2.327, 0.393, -5.708)
C (-1.223, -0.397, -5.424)
C (0.249, -3.608, -4.638)
C (1.182, -4.596, -4.948)
C (0.786, -5.815, -5.484)
C (-0.557, -6.062, -5.728)
C (-1.497, -5.086, -5.429)
C (-1.097, -3.871, -4.886)
Sb (-0.539, -1.909, 1.439)
C (-1.635, -2.921, 2.991)
C (-1.465, -4.284, 3.224)
C (-2.142, -4.921, 4.256)
C (-2.997, -4.198, 5.076)
C (-3.166, -2.837, 4.860)
C (-2.488, -2.203, 3.828)
C (-2.279, -0.879, 0.685)
C (-2.349, 0.513, 0.739)
C (-3.499, 1.189, 0.336)
C (-4.588, 0.472, -0.133)
C (-4.530, -0.916, -0.204)
C (-3.386, -1.583, 0.206)
H (0.100, -4.250, 0.265)
H (-1.658, -4.119, 0.282)
H (-1.609, -2.606, -1.672)
H (-0.695, -4.049, -2.049)
H (1.439, -2.829, -1.379)
H (0.556, -1.364, -1.188)
H (-1.400, -0.360, -2.041)
H (-3.337, 1.027, -2.537)
H (-3.950, 1.538, -4.888)
H (-2.587, 0.609, -6.738)
H (-0.627, -0.790, -6.243)
H (2.237, -4.416, -4.766)
H (1.528, -6.572, -5.710)
H (-0.870, -7.011, -6.146)
H (-2.549, -5.274, -5.611)
H (-1.844, -3.122, -4.649)
H (-0.798, -4.863, 2.594)
H (-1.998, -5.982, 4.423)
H (-3.524, -4.691, 5.884)
H (-3.824, -2.261, 5.501)
H (-2.626, -1.138, 3.680)
H (-1.534, 1.105, 1.150)
H (-3.522, 2.270, 0.436)
H (-5.489, 0.994, -0.435)
H (-5.383, -1.480, -0.565)
H (-3.365, -2.667, 0.170)
C (5.339, -0.633, -1.083)
Si (3.733, -0.901, -0.014)
C (3.676, -2.848, -0.192)
C (4.507, -0.806, 1.789)
C (5.680, -1.561, 1.971)
C (6.368, -1.626, 3.171)
C (5.882, -0.915, 4.260)
C (4.730, -0.162, 4.106)
C (4.014, -0.074, 2.898)
Si (2.425, 1.092, 2.956)
C (3.219, 2.656, 3.790)
C (1.553, 0.359, 4.525)
H (6.173, -1.301, -0.829)
H (5.701, 0.398, -0.992)
H (5.093, -0.799, -2.139)
H (4.592, -3.332, 0.167)
H (3.564, -3.122, -1.251)
H (2.836, -3.288, 0.359)
H (6.080, -2.129, 1.136)
H (7.271, -2.225, 3.255)
H (6.396, -0.944, 5.217)
H (4.369, 0.387, 4.971)
H (3.724, 2.444, 4.743)
H (2.427, 3.386, 3.990)
H (3.945, 3.135, 3.124)
H (2.216, 0.287, 5.398)
H (1.145, -0.640, 4.332)
H (0.711, 1.006, 4.800)
C (-5.388, 3.428, 3.155)
Si (-3.545, 3.571, 3.589)
C (-3.043, 1.828, 4.118)
C (-3.471, 4.639, 5.148)
Se (-2.332, 4.378, 1.938)
H (-5.990, 3.229, 4.049)
H (-5.547, 2.606, 2.450)
H (-5.749, 4.347, 2.688)
H (-3.621, 1.485, 4.984)
H (-1.980, 1.777, 4.363)
H (-3.229, 1.139, 3.288)
H (-4.120, 4.248, 5.940)
H (-3.776, 5.663, 4.920)
H (-2.446, 4.675, 5.524)